# 1
Computed, not measured: a cluster of 2 separate species, C37H35N2 in total at a distorted geometry, with ωB97M-V with the def2-TZVPD basis set.

Last column: Löwdin charge in e.
Geometry (Å):
C 3.84 4.95 -4.08  -0.045
C 2.45 4.84 -4.25  -0.055
C 1.71 3.89 -3.53  -0.010
C 2.37 2.93 -2.74  -0.176
C 1.63 1.81 -2.12  -0.046
C 0.36 1.97 -1.50  -0.022
C -0.67 1.02 -1.50  0.042
C -2.03 1.41 -1.84  -0.199
C -3.09 0.45 -1.84  -0.025
C -4.39 0.83 -2.16  -0.050
C -4.66 2.15 -2.55  -0.041
C -3.64 3.11 -2.58  -0.050
C -2.34 2.74 -2.23  -0.007
C 2.17 0.46 -2.22  -0.167
C 1.80 -0.50 -1.25  -0.022
C 2.23 -1.82 -1.32  -0.031
C 3.13 -2.21 -2.33  -0.025
C 3.48 -1.29 -3.34  -0.047
C 2.99 0.02 -3.30  0.002
C 3.77 3.05 -2.58  -0.018
C 4.48 4.10 -3.16  -0.051
H 4.42 5.69 -4.62  0.117
H 1.93 5.51 -4.94  0.114
H 0.63 3.86 -3.64  0.111
H 0.15 2.96 -1.07  0.137
H -0.49 -0.06 -1.61  0.118
H -2.86 -0.59 -1.59  0.117
H -5.21 0.10 -2.11  0.118
H -5.68 2.45 -2.80  0.118
H -3.86 4.14 -2.88  0.118
H -1.54 3.48 -2.27  0.102
H 1.15 -0.19 -0.43  0.091
H 1.85 -2.53 -0.59  0.085
H 3.52 -3.23 -2.30  0.119
H 4.13 -1.61 -4.16  0.118
H 3.22 0.71 -4.12  0.127
H 4.29 2.31 -1.97  0.128
H 5.52 4.25 -2.90  0.116
C -0.45 -3.41 0.55  -0.034
N 0.19 -2.30 1.22  -0.094
C -0.49 -1.05 1.52  -0.225
H -0.70 -0.45 0.55  0.131
C -1.80 -1.25 2.31  -0.164
C -1.82 -1.88 3.57  -0.003
C -3.04 -2.12 4.21  -0.029
C -4.25 -1.73 3.61  -0.274
C -5.53 -2.05 4.32  -0.055
C -4.22 -1.06 2.38  -0.031
C -3.00 -0.81 1.75  -0.038
N 0.55 -0.35 2.25  -0.088
C 0.40 0.98 2.79  -0.032
C 1.59 -1.19 2.58  -0.187
C 1.36 -2.43 1.95  -0.210
C 2.22 -3.51 2.13  -0.029
C 3.28 -3.36 3.03  -0.102
C 3.50 -2.14 3.68  -0.100
C 2.68 -1.03 3.45  -0.021
H 0.29 -3.98 -0.02  0.084
H -0.93 -4.07 1.29  0.102
H -1.20 -3.01 -0.15  0.092
H -0.89 -2.19 4.07  0.126
H -3.06 -2.62 5.19  0.125
H -6.41 -1.71 3.75  0.076
H -5.63 -3.14 4.48  0.090
H -5.56 -1.59 5.31  0.089
H -5.14 -0.73 1.91  0.113
H -2.94 -0.27 0.81  0.082
H 1.37 1.51 2.76  0.093
H -0.32 1.54 2.18  0.089
H 0.03 0.93 3.83  0.100
H 2.04 -4.45 1.61  0.106
H 3.97 -4.19 3.23  0.103
H 4.34 -2.06 4.39  0.103
H 2.83 -0.07 3.93  0.103

Properties
energy relative to the best compared isomer or geometry (same formula, charge and spin)	83.3	kJ/mol
calculated total energy	-41909.59304	eV
HOMO-LUMO gap	3.62	eV
total charge	+1
multiplicity	1



# 2
Computed, not measured: a structure of composition C37H36AsBiN5O2S, with ωB97M-V with the def2-TZVPD basis set.

Last column: Löwdin charge in e.
Geometry (Å):
Bi 0.15 0.31 0.31  1.715
O 0.25 -0.76 -1.70  -0.325
C 1.30 -1.36 -2.24  -0.359
C 1.39 -1.45 -3.64  -0.020
C 2.41 -2.13 -4.25  -0.055
C 3.40 -2.78 -3.49  -0.077
C 3.34 -2.70 -2.13  -0.031
C 2.33 -1.96 -1.47  -0.136
C 2.47 -1.86 -0.05  -0.076
N 1.86 -1.08 0.79  -0.122
C 2.33 -1.12 2.20  -0.170
C 1.42 -0.29 3.11  -0.204
N 1.08 0.91 2.37  -0.132
C 1.55 2.07 2.66  -0.073
C 1.54 3.21 1.78  -0.179
C 1.64 4.49 2.35  -0.042
C 1.80 5.61 1.58  -0.088
C 1.95 5.46 0.20  -0.065
C 1.88 4.22 -0.39  -0.030
C 1.63 3.06 0.37  -0.388
O 1.56 1.90 -0.26  -0.293
H 0.62 -0.95 -4.22  0.118
H 2.45 -2.17 -5.33  0.113
H 4.19 -3.34 -3.98  0.108
H 4.10 -3.18 -1.52  0.119
H 3.25 -2.50 0.37  0.143
H 3.34 -0.70 2.23  0.131
H 2.37 -2.15 2.55  0.128
H 1.94 -0.07 4.05  0.127
H 0.51 -0.84 3.33  0.080
H 2.04 2.19 3.63  0.147
H 1.57 4.58 3.43  0.119
H 1.85 6.60 2.04  0.107
H 2.14 6.33 -0.42  0.113
H 2.02 4.08 -1.46  0.122
S -1.59 -1.75 1.59  0.495
C -0.57 -3.04 1.22  -0.875
N 0.14 -3.91 0.95  0.068
C -3.96 6.62 2.19  -0.078
C -4.62 5.42 2.42  -0.075
C -4.07 4.22 1.98  -0.096
C -2.86 4.23 1.31  -0.372
C -2.18 5.43 1.09  -0.118
C -2.74 6.63 1.52  -0.075
As -1.93 2.60 0.75  1.284
C -3.43 1.37 0.61  -0.369
C -4.02 0.66 1.65  -0.144
C -5.09 -0.19 1.38  -0.078
C -5.56 -0.32 0.08  -0.070
C -4.97 0.39 -0.96  -0.040
C -3.90 1.24 -0.70  -0.209
C -3.17 2.06 -1.70  -0.205
C -3.46 2.13 -3.06  -0.024
C -2.70 2.95 -3.88  -0.066
C -1.66 3.71 -3.36  -0.064
C -1.37 3.65 -2.00  -0.081
C -2.13 2.83 -1.18  -0.322
H -4.39 7.55 2.53  0.108
H -5.57 5.42 2.94  0.108
H -4.60 3.30 2.15  0.091
H -1.22 5.43 0.59  0.086
H -2.23 7.56 1.33  0.108
H -3.64 0.75 2.66  0.110
H -5.55 -0.75 2.19  0.112
H -6.40 -0.97 -0.12  0.109
H -5.37 0.30 -1.96  0.111
H -4.27 1.55 -3.48  0.108
H -2.94 3.01 -4.94  0.109
H -1.08 4.35 -4.01  0.110
H -0.56 4.24 -1.59  0.086
N -4.32 -3.57 -2.17  -0.003
C -3.03 -3.85 -2.82  -0.230
C -1.90 -3.14 -2.06  -0.129
N -2.41 -1.84 -1.51  0.144
H -5.09 -3.80 -2.77  0.085
H -3.42 -1.83 -1.67  0.103
H -4.42 -4.11 -1.32  0.092
H -3.08 -3.46 -3.83  0.119
H -2.80 -4.91 -2.88  0.119
H -1.07 -2.93 -2.73  0.114
H -1.54 -3.74 -1.24  0.102
H -2.27 -1.80 -0.47  -0.002
H -1.93 -1.04 -1.93  0.117

Properties
calculated total energy	-128008.32400	eV
HOMO-LUMO gap	7.73	eV
total charge	+1
multiplicity	1



# 3
Computed, not measured: a structure of composition C37H36CdN5O9S2Se at a distorted geometry, with ωB97M-V with the def2-TZVPD basis set.

Last column: Löwdin charge in e.
Geometry (Å):
Cd 12.62 11.72 15.78  1.421
O 14.49 13.15 13.82  -0.123
C 14.78 14.38 14.45  -0.206
C 13.51 15.06 14.96  -0.208
C 13.38 16.47 14.74  -0.003
C 12.18 17.03 15.14  -0.091
C 11.29 16.25 15.80  -0.081
C 11.54 14.90 16.01  -0.136
N 12.63 14.28 15.60  0.085
H 14.78 12.42 14.41  0.020
H 15.29 15.04 13.76  0.108
H 15.52 14.18 15.17  0.099
H 14.10 16.99 14.15  0.096
H 11.97 18.10 15.16  0.107
H 10.35 16.59 16.22  0.106
H 10.84 14.25 16.56  0.094
O 10.81 11.76 14.46  -0.234
N 9.67 11.71 15.04  -0.043
N 9.68 11.80 16.31  -0.245
O 10.74 12.04 17.06  -0.243
C 8.44 11.62 17.04  -0.155
C 7.35 11.26 16.26  -0.038
C 6.18 10.84 16.86  -0.080
C 6.15 10.76 18.26  -0.103
C 7.24 11.10 19.03  -0.073
C 8.42 11.54 18.43  -0.009
H 7.39 11.28 15.19  0.100
H 5.31 10.50 16.30  0.103
H 5.30 10.35 18.81  0.100
H 7.25 10.95 20.09  0.103
H 9.20 11.86 19.05  0.051
O 15.93 10.54 18.12  -0.504
Se 15.10 10.39 16.71  0.733
O 13.50 9.98 17.07  -0.596
O 14.84 11.93 16.10  -0.595
O 15.69 9.47 15.55  -0.460
S 12.84 7.19 10.53  1.026
C 12.98 8.39 11.83  -0.528
C 12.95 8.01 13.16  -0.014
C 13.05 9.07 14.14  -0.147
N 13.21 10.30 13.85  0.015
C 13.24 10.63 12.56  -0.118
C 13.14 9.74 11.52  -0.081
C 11.17 6.77 10.50  -0.565
C 10.88 5.69 9.66  -0.116
C 9.55 5.23 9.57  -0.146
N 8.56 5.76 10.30  0.026
C 8.85 6.76 11.13  -0.129
C 10.15 7.36 11.23  -0.041
H 12.77 7.02 13.52  0.104
H 13.02 8.83 15.18  0.058
H 13.28 11.70 12.24  0.124
H 13.09 10.01 10.49  0.097
H 11.55 5.16 9.05  0.079
H 9.29 4.44 8.89  0.094
H 8.06 7.14 11.78  0.102
H 10.31 8.26 11.87  0.122
C 12.34 7.02 17.17  -0.033
C 11.10 7.74 16.81  -0.497
C 10.36 8.66 17.83  -0.011
O 10.61 7.61 15.70  0.029
H 13.06 7.66 17.71  0.073
H 12.79 6.63 16.27  0.076
H 12.04 6.23 17.90  0.101
H 10.46 8.31 18.86  0.070
H 9.25 8.72 17.49  0.105
H 10.78 9.68 17.78  0.051
O 10.35 12.01 21.36  -0.521
S 11.49 11.60 20.51  0.995
C 12.69 10.80 21.56  -0.366
C 12.35 10.74 22.88  -0.107
C 13.17 10.21 23.82  -0.090
C 14.39 9.66 23.40  -0.067
C 14.75 9.75 22.04  -0.050
C 13.90 10.32 21.10  -0.061
C 12.38 13.16 19.96  -0.299
C 13.67 13.19 19.42  -0.051
C 14.26 14.43 19.14  -0.052
C 13.55 15.63 19.34  -0.108
C 12.27 15.51 19.73  -0.123
C 11.63 14.30 20.05  -0.087
H 11.42 11.18 23.16  0.090
H 12.86 10.27 24.82  0.086
H 14.98 9.10 24.17  0.111
H 15.69 9.41 21.67  0.097
H 14.14 10.34 20.08  0.069
H 14.25 12.28 19.31  0.083
H 15.32 14.41 18.89  0.109
H 13.92 16.63 19.11  0.106
H 11.66 16.43 19.93  0.117
H 10.62 14.33 20.40  0.095

Properties
energy relative to the best compared isomer or geometry (same formula, charge and spin)	34.3	kJ/mol
calculated total energy	-156408.52580	eV
HOMO-LUMO gap	8.42	eV
total charge	-1
multiplicity	1



# 4
Computed, not measured: a structure of composition C37H36N8O4Pd, with ωB97M-V with the def2-TZVPD basis set.

Last column: Löwdin charge in e.
Geometry (Å):
Pd -0.11 0.42 1.27  1.029
C -0.73 -1.37 3.72  -0.096
N -0.50 0.05 3.35  -0.118
C -1.58 0.98 3.80  -0.071
C -2.37 1.44 2.62  -0.290
N -1.87 1.38 1.41  0.028
C -2.81 1.93 0.55  -0.185
C -2.80 2.07 -0.84  0.005
C -3.91 2.64 -1.41  -0.057
C -5.01 3.07 -0.64  -0.056
C -5.03 2.92 0.74  0.004
C -3.90 2.34 1.31  -0.164
N -3.59 2.01 2.63  0.197
C -1.55 -2.09 2.69  -0.327
N -1.57 -1.77 1.43  0.130
C -2.42 -2.69 0.82  -0.214
C -2.83 -2.78 -0.50  -0.014
C -3.71 -3.80 -0.82  -0.078
C -4.16 -4.71 0.14  -0.064
C -3.76 -4.63 1.46  -0.002
C -2.89 -3.60 1.78  -0.177
N -2.31 -3.18 2.98  0.177
H 0.24 -1.85 3.81  0.134
H -1.21 -1.43 4.70  0.131
H 0.34 0.33 3.83  0.125
H -2.22 0.52 4.55  0.137
H -1.10 1.85 4.26  0.145
H -1.95 1.73 -1.42  0.086
H -3.95 2.78 -2.48  0.106
H -5.86 3.52 -1.13  0.116
H -5.87 3.24 1.33  0.122
H -4.17 2.17 3.43  0.181
H -2.50 -2.06 -1.24  0.098
H -4.07 -3.89 -1.84  0.108
H -4.84 -5.50 -0.15  0.113
H -4.13 -5.33 2.20  0.119
H -2.45 -3.61 3.88  0.172
C -0.52 -3.87 -3.34  -0.031
O 0.13 -2.63 -3.03  -0.087
C -0.51 -1.48 -3.34  -0.228
C -1.82 -1.39 -3.82  -0.008
C -2.33 -0.14 -4.14  -0.043
C -1.57 1.01 -4.00  -0.075
C -0.27 0.92 -3.52  -0.007
C 0.24 -0.32 -3.19  -0.151
N 1.61 -0.52 -2.86  0.166
C 2.50 0.29 -2.36  0.030
C 2.34 1.53 -1.68  -0.154
C 3.42 2.45 -1.75  -0.029
C 3.38 3.64 -1.09  -0.077
C 2.25 3.94 -0.30  -0.034
C 1.22 3.05 -0.16  -0.022
C 1.23 1.80 -0.82  -0.382
O 0.30 0.90 -0.66  -0.197
H 0.19 -4.65 -3.09  0.101
H -0.76 -3.92 -4.40  0.108
H -1.42 -3.99 -2.74  0.077
H -2.42 -2.27 -3.96  0.115
H -3.34 -0.07 -4.53  0.120
H -1.97 1.97 -4.29  0.116
H 0.34 1.81 -3.44  0.130
H 1.95 -1.42 -3.18  0.171
H 3.52 -0.05 -2.51  0.157
H 4.27 2.20 -2.37  0.128
H 4.20 4.34 -1.16  0.114
H 2.21 4.89 0.22  0.122
H 0.36 3.28 0.47  0.108
O 6.11 3.79 1.04  -0.032
C 6.51 2.50 1.43  -0.224
N 5.31 1.70 1.28  0.103
C 5.36 0.37 1.50  -0.451
O 6.35 -0.22 1.89  0.106
C 4.08 -0.40 1.27  -0.085
C 4.16 -1.76 1.01  0.039
C 2.99 -2.48 0.81  -0.008
C 1.77 -1.82 0.92  -0.095
N 1.70 -0.52 1.22  -0.065
C 2.83 0.18 1.38  -0.060
H 6.86 4.39 1.12  0.105
H 6.84 2.46 2.47  0.138
H 7.31 2.11 0.79  0.138
H 4.57 2.12 0.74  0.107
H 5.13 -2.23 0.96  0.138
H 3.01 -3.53 0.59  0.122
H 0.83 -2.32 0.78  0.107
H 2.72 1.24 1.60  0.125

Properties
energy relative to the best compared isomer or geometry (same formula, charge and spin)	44.4	kJ/mol
calculated total energy	-62533.33954	eV
HOMO-LUMO gap	7.41	eV
total charge	+2
multiplicity	1



# 5
Computed, not measured: a structure of composition C37H37AuCl3N4O4PS2 at a distorted geometry, with ωB97M-V with the def2-TZVPD basis set.

Last column: Löwdin charge in e.
Geometry (Å):
Au 2.19 0.80 -1.15  0.903
N 4.10 1.71 -0.63  -0.063
C 4.97 1.07 0.38  -0.225
C 5.42 -0.33 -0.03  -0.182
C 4.32 -1.38 0.03  -0.265
N 3.44 -1.28 -1.13  -0.059
H 4.64 1.90 -1.47  0.113
H 3.81 2.62 -0.26  0.029
H 4.43 1.02 1.32  0.124
H 5.85 1.69 0.54  0.130
H 6.22 -0.64 0.64  0.125
H 5.84 -0.29 -1.04  0.121
H 3.72 -1.23 0.93  0.104
H 4.78 -2.37 0.09  0.119
H 2.76 -2.03 -1.15  0.076
H 3.98 -1.33 -1.99  0.090
O 2.97 4.29 0.07  -0.280
S 2.33 4.54 -1.20  0.586
O 3.13 5.09 -2.24  -0.213
O 1.69 3.18 -1.68  -0.535
C 0.85 5.44 -0.90  -0.261
C 0.86 6.79 -0.61  -0.004
C -0.35 7.41 -0.33  -0.009
C -1.53 6.68 -0.34  -0.021
C -1.52 5.32 -0.61  -0.051
C -0.31 4.68 -0.90  -0.282
P -0.21 2.93 -1.31  1.212
C -1.54 2.23 -0.29  -0.328
C -2.39 1.23 -0.75  -0.086
C -3.30 0.66 0.13  -0.063
C -3.33 1.04 1.47  -0.021
C -2.45 2.01 1.93  -0.028
C -1.54 2.59 1.07  -0.067
C -0.64 2.76 -3.05  -0.308
C 0.29 2.35 -4.01  -0.081
C -0.09 2.27 -5.34  -0.043
C -1.39 2.59 -5.71  -0.035
C -2.31 2.98 -4.76  -0.042
C -1.95 3.07 -3.43  -0.077
H 1.80 7.33 -0.59  0.139
H -0.37 8.47 -0.11  0.128
H -2.47 7.17 -0.13  0.125
H -2.44 4.75 -0.60  0.115
H -2.37 0.94 -1.79  0.114
H -4.00 -0.08 -0.24  0.126
H -4.02 0.57 2.15  0.127
H -2.47 2.31 2.97  0.125
H -0.85 3.34 1.43  0.123
H 1.30 2.11 -3.71  0.089
H 0.63 1.96 -6.08  0.120
H -1.67 2.54 -6.76  0.122
H -3.33 3.22 -5.05  0.121
H -2.67 3.37 -2.68  0.109
Cl -4.94 -7.16 3.89  0.730
C -3.85 -6.03 3.20  -0.661
C -3.77 -4.74 3.71  -0.088
C -2.90 -3.83 3.13  -0.055
C -2.10 -4.19 2.05  -0.215
C -1.22 -3.15 1.39  -0.306
C -2.06 -2.36 0.38  -0.036
N -1.21 -1.63 -0.55  -0.034
C -1.15 -1.79 -1.91  -0.015
C -0.16 -0.97 -2.36  -0.110
N 0.38 -0.31 -1.28  -0.094
C -0.28 -0.72 -0.21  -0.163
O -0.72 -2.21 2.34  -0.124
C 0.62 -2.44 2.78  -0.147
C 0.96 -3.86 3.13  -0.340
C 0.48 -4.53 4.23  -0.956
Cl -0.58 -3.92 5.41  0.737
S 1.10 -6.14 4.34  1.047
C 2.01 -5.91 2.91  -0.395
C 1.84 -4.67 2.38  -0.159
C -2.19 -5.49 1.56  -0.582
Cl -1.22 -5.98 0.21  0.740
C -3.06 -6.41 2.12  -0.110
H -4.39 -4.46 4.54  0.115
H -2.83 -2.82 3.51  0.117
H -0.40 -3.65 0.87  0.116
H -2.68 -1.66 0.93  0.119
H -2.69 -3.04 -0.18  0.148
H -1.79 -2.47 -2.45  0.139
H 0.18 -0.80 -3.37  0.114
H -0.11 -0.40 0.80  0.145
H 0.73 -1.80 3.66  0.132
H 1.32 -2.10 2.00  0.110
H 2.63 -6.71 2.53  0.076
H 2.34 -4.34 1.48  0.106
H -3.13 -7.41 1.73  0.113

Properties
energy relative to the best compared isomer or geometry (same formula, charge and spin)	274.4	kJ/mol
calculated total energy	-125324.39463	eV
HOMO-LUMO gap (spin up / spin down)	4.62 / 4.59	eV
total charge	+2
multiplicity	1



- Which formula does entry 4 have?
  C37H36N8O4Pd